No. 1
DFT (wB97M-V/def2-TZVPD) results for an isolated ion of composition C3H5N2O and charge +1 at a distorted geometry.

Calculated values
Energy relative to the best compared isomer or geometry (same formula, charge and spin)   8.023 eV
HOMO level (alpha / beta)   -13.69 / -13.69 eV
Electronic energy   -301.534454 a.u.
Gap between HOMO and LUMO (alpha / beta)   5.930 / 5.934 eV
Total charge   +1

Each line ends with the Mulliken charge.
Atoms and positions in Å:
1 C 0.883 0.336 -0.944  -0.286
2 C 0.467 1.509 -1.035  0.218
3 C 0.229 -0.889 -0.242  -0.405
4 N -0.375 -0.449 0.960  0.099
5 N -1.533 0.174 0.928  -0.046
6 O -2.135 0.608 1.850  -0.377
7 H 1.946 0.083 -0.803  0.333
8 H 0.035 2.371 -1.556  0.365
9 H -0.568 -1.218 -0.941  0.307
10 H 0.961 -1.677 -0.106  0.466
11 H 0.090 -0.850 1.889  0.326

---

No. 2
DFT (wB97M-V/def2-TZVPD) results for a 8-piece molecular cluster, C21H58O8 overall at a distorted geometry.

Calculated values
Energy relative to the best compared isomer or geometry (same formula, charge and spin)   3.300 eV
HOMO level   -9.39 eV
SMILES string   CC(C)O.CC(C)O.CC(C)O.CC(C)O.CC(C)O.CC(C)O.CC(C)O.O
Electronic energy   -1436.710719 a.u.
Gap between HOMO and LUMO   9.859 eV

Each line ends with the Mulliken charge.
Atoms and positions in Å:
1 C -1.443 1.804 -4.071  -1.530
2 C -2.006 1.134 -2.829  0.679
3 C -3.117 0.083 -3.085  -1.193
4 O -0.945 0.393 -2.222  -0.384
5 H -2.126 2.490 -4.573  0.438
6 H -1.248 1.134 -4.908  0.342
7 H -0.557 2.396 -3.841  0.325
8 H -2.544 1.942 -2.332  0.196
9 H -2.733 -0.703 -3.735  0.199
10 H -3.919 0.552 -3.654  0.451
11 H -3.418 -0.288 -2.105  0.220
12 H -0.603 -0.236 -2.861  -0.080
13 C 4.929 2.858 2.265  -1.489
14 C 3.489 2.771 1.758  0.666
15 C 2.421 2.532 2.791  -0.923
16 O 3.022 3.958 1.266  -0.569
17 H 5.292 1.932 2.711  0.349
18 H 5.001 3.591 3.068  0.353
19 H 5.711 3.110 1.550  0.391
20 H 3.393 2.127 0.883  0.031
21 H 2.530 3.028 3.755  0.400
22 H 2.419 1.482 3.084  0.307
23 H 1.426 2.735 2.396  0.121
24 H 3.300 4.622 1.902  0.362
25 C 1.104 -2.771 -2.811  -1.281
26 C -0.157 -3.003 -3.714  -0.041
27 C -1.361 -3.442 -2.775  -0.433
28 O -0.352 -1.624 -4.296  -0.540
29 H 2.064 -2.544 -3.276  0.526
30 H 1.413 -3.690 -2.314  0.466
31 H 1.015 -2.035 -2.013  0.157
32 H 0.068 -3.781 -4.444  0.389
33 H -1.221 -4.510 -2.609  0.372
34 H -2.332 -3.285 -3.246  0.410
35 H -1.227 -2.796 -1.907  -0.346
36 H 0.333 -1.238 -4.847  0.268
37 C -1.405 -5.836 0.629  -1.464
38 C -0.653 -4.431 0.720  1.306
39 C -1.613 -3.230 0.787  -1.082
40 O 0.228 -4.265 1.803  -0.638
41 H -2.454 -5.728 0.901  0.338
42 H -0.960 -6.576 1.295  0.399
43 H -1.345 -6.356 -0.327  0.336
44 H 0.005 -4.401 -0.148  -0.269
45 H -2.199 -3.261 1.706  0.525
46 H -2.357 -3.332 -0.003  0.372
47 H -1.111 -2.266 0.708  -0.162
48 H 0.818 -3.549 1.556  0.256
49 C -0.684 4.503 0.622  -0.939
50 C -1.352 5.608 -0.113  0.442
51 C -2.549 5.007 -0.714  -1.172
52 O -1.854 6.500 0.888  -0.561
53 H -1.259 4.292 1.523  0.366
54 H 0.359 4.756 0.812  0.223
55 H -0.537 3.645 -0.034  0.088
56 H -0.773 6.124 -0.880  0.379
57 H -3.368 5.726 -0.748  0.399
58 H -2.980 4.183 -0.146  0.169
59 H -2.419 4.667 -1.741  0.282
60 H -1.827 7.429 0.647  0.321
61 C -1.952 0.278 1.684  -0.738
62 C -2.682 0.190 3.038  0.571
63 C -1.719 0.467 4.199  -1.224
64 O -3.831 0.976 3.071  -0.584
65 H -1.007 -0.263 1.740  -0.025
66 H -1.759 1.341 1.543  0.360
67 H -2.556 -0.182 0.902  0.275
68 H -3.008 -0.839 3.183  0.223
69 H -1.020 -0.304 4.522  0.334
70 H -2.320 0.742 5.066  0.369
71 H -1.183 1.358 3.871  0.176
72 H -3.908 1.638 2.381  0.325
73 C 3.605 -3.187 1.574  -1.682
74 C 3.212 -1.879 0.919  1.126
75 C 3.718 -1.721 -0.575  -1.379
76 O 1.826 -1.994 0.890  -0.020
77 H 3.241 -4.061 1.035  0.356
78 H 3.049 -3.375 2.493  0.398
79 H 4.685 -3.334 1.569  0.401
80 H 3.542 -1.042 1.533  0.075
81 H 4.805 -1.760 -0.501  0.497
82 H 3.414 -0.798 -1.069  0.279
83 H 3.404 -2.448 -1.324  0.227
84 H 1.453 -1.162 0.590  -0.035
85 O 0.788 0.212 -0.176  -0.067
86 H 0.899 1.162 -0.213  0.069
87 H -0.030 0.048 -0.646  0.169

---

No. 3
DFT (wB97M-V/def2-TZVPD) results for a 2-piece molecular cluster, H5PSi overall at a distorted geometry.

Calculated values
Energy relative to the best compared isomer or geometry (same formula, charge and spin)   3.818 eV
HOMO level (alpha / beta)   -9.99 / -9.21 eV
Electronic energy   -633.651485 a.u.
Gap between HOMO and LUMO (alpha / beta)   8.511 / 8.206 eV

Each line ends with the Mulliken charge.
Atoms and positions in Å:
1 Si -0.042 0.677 -0.457  0.258
2 P -0.217 -1.540 -0.851  -0.086
3 H 1.481 0.604 0.183  -0.052
4 H -0.333 1.238 -1.840  -0.075
5 H -0.677 1.553 0.455  -0.096
6 H -1.591 -1.508 -1.034  0.062
7 H -1.284 -1.449 1.562  -0.012

---

No. 4
DFT (wB97M-V/def2-TZVPD) results for one molecule with the formula C2H5NO at a distorted geometry.

Calculated values
Energy relative to the best compared isomer or geometry (same formula, charge and spin)   3.255 eV
HOMO level   -9.66 eV
SMILES string   C=NOC
Electronic energy   -209.102718 a.u.
Gap between HOMO and LUMO   10.919 eV

Each line ends with the Mulliken charge.
Atoms and positions in Å:
1 C -1.873 -0.099 0.072  -0.285
2 N -0.742 0.418 -0.166  -0.395
3 O 0.251 -0.528 -0.185  -0.122
4 C 1.513 0.080 0.067  -0.477
5 H -2.130 -1.192 0.052  0.266
6 H -2.641 0.622 0.013  0.283
7 H 1.970 -0.328 0.916  0.242
8 H 1.422 1.197 0.001  0.285
9 H 2.231 -0.172 -0.770  0.202

---

No. 5
DFT (wB97M-V/def2-TZVPD) results for one molecule with the formula C4H6S3 at a distorted geometry.

Calculated values
Energy relative to the best compared isomer or geometry (same formula, charge and spin)   0.515 eV
HOMO level   -8.72 eV
Electronic energy   -1350.528169 a.u.
Gap between HOMO and LUMO   8.540 eV

Each line ends with the Mulliken charge.
Atoms and positions in Å:
1 C -2.336 -1.565 0.159  -0.968
2 C -0.364 0.499 0.033  0.236
3 C 2.248 -0.318 0.195  -0.176
4 C 3.348 -0.787 -0.345  -0.548
5 H -3.401 -1.574 0.160  0.318
6 H -1.997 -1.738 1.196  0.363
7 H -1.909 -2.356 -0.447  0.344
8 H 2.266 0.580 0.791  0.274
9 H 3.324 -1.604 -1.078  0.227
10 H 4.308 -0.317 -0.113  0.247
11 S -2.075 0.196 -0.277  0.019
12 S 0.221 2.016 0.075  -0.278
13 S 0.606 -0.960 0.154  -0.058

---

No. 6
DFT (wB97M-V/def2-TZVPD) results for C26H27AgN6O2S as an isolated structure.

Calculated values
Energy relative to the best compared isomer or geometry (same formula, charge and spin)   0.000 eV
HOMO level   -6.41 eV
Electronic energy   -2031.206102 a.u.
Gap between HOMO and LUMO   6.714 eV

Each line ends with the Mulliken charge.
Atoms and positions in Å:
1 Ag 0.118 -0.895 -0.759  0.128
2 C 4.961 -0.555 -1.157  -0.818
3 C 3.731 -0.864 -0.543  -0.279
4 N 2.679 -0.086 -0.611  -0.147
5 C 2.749 1.069 -1.331  0.098
6 C 3.947 1.477 -1.956  0.825
7 C 5.065 0.617 -1.845  -0.641
8 C 3.998 2.696 -2.670  -0.956
9 C 2.865 3.455 -2.762  -0.824
10 C 1.657 3.049 -2.169  -0.453
11 C 1.549 1.867 -1.453  0.063
12 N 0.381 1.347 -0.950  0.080
13 C -0.599 2.121 -0.440  0.739
14 C -0.464 3.438 0.016  -0.330
15 C -1.535 4.157 0.564  -1.069
16 C -2.784 3.612 0.701  -1.047
17 C -2.983 2.274 0.287  1.661
18 C -4.239 1.634 0.399  -0.888
19 C -4.386 0.335 0.009  -0.666
20 C -3.260 -0.341 -0.494  -0.255
21 N -2.086 0.223 -0.628  -0.537
22 C -1.917 1.520 -0.260  -0.087
23 H 5.793 -1.240 -1.072  0.390
24 H 3.615 -1.787 0.014  0.421
25 H 5.994 0.902 -2.326  0.411
26 H 4.925 3.002 -3.139  0.382
27 H 2.883 4.384 -3.319  0.380
28 H 0.774 3.656 -2.313  0.584
29 H 0.496 3.928 -0.069  0.582
30 H -1.359 5.178 0.884  0.363
31 H -3.613 4.179 1.104  0.401
32 H -5.076 2.194 0.803  0.389
33 H -5.333 -0.181 0.091  0.405
34 H -3.336 -1.385 -0.777  0.304
35 O 1.918 -3.700 -1.658  -0.740
36 S 0.594 -3.249 -1.168  0.885
37 C -0.700 -4.094 -2.113  -0.722
38 C -0.879 -5.449 -1.445  -0.627
39 C -0.926 -5.144 0.050  -0.608
40 C 0.229 -4.190 0.348  -0.416
41 H -0.365 -4.116 -3.149  0.461
42 H -1.598 -3.477 -2.032  0.234
43 H -0.024 -6.086 -1.681  0.292
44 H -1.782 -5.951 -1.795  0.368
45 H -0.849 -6.046 0.658  0.367
46 H -1.868 -4.655 0.306  0.215
47 H 1.171 -4.707 0.534  0.438
48 H 0.011 -3.491 1.151  0.103
49 C -0.814 2.159 3.514  -1.116
50 N -0.847 0.840 2.926  0.300
51 C -1.967 -0.072 2.964  -0.222
52 C -1.426 -1.243 2.141  0.361
53 O -2.059 -2.246 1.876  -0.629
54 N -0.140 -0.962 1.752  -0.409
55 C 0.134 0.260 2.219  0.248
56 N 1.321 0.845 2.011  -0.379
57 H -1.831 2.453 3.759  0.379
58 H -0.436 2.889 2.795  0.371
59 H -0.208 2.183 4.423  0.278
60 H -2.855 0.350 2.486  0.135
61 H -2.215 -0.390 3.979  0.417
62 H 1.833 0.460 1.218  0.063
63 H 1.366 1.847 2.101  0.340

---

No. 7
DFT (wB97M-V/def2-TZVPD) results for one molecule with the formula C4H7ClS at a distorted geometry.

Calculated values
Energy relative to the best compared isomer or geometry (same formula, charge and spin)   0.359 eV
HOMO level   -8.76 eV
SMILES string   ClCC[C@H]1CS1
Electronic energy   -1014.955669 a.u.
Gap between HOMO and LUMO   9.666 eV

Each line ends with the Mulliken charge.
Atoms and positions in Å:
1 Cl -2.531 -1.343 -0.102  -0.190
2 C -1.619 0.068 0.342  -0.494
3 C -0.529 0.545 -0.592  -0.529
4 C 0.856 -0.079 -0.561  -0.159
5 C 1.767 -0.317 0.613  -0.777
6 S 1.214 -1.770 -0.242  -0.135
7 H -1.187 -0.187 1.342  0.224
8 H -2.353 0.819 0.503  0.377
9 H -0.235 1.525 -0.264  0.260
10 H -0.953 0.669 -1.610  0.357
11 H 1.422 0.238 -1.425  0.467
12 H 2.792 -0.028 0.418  0.302
13 H 1.356 -0.141 1.578  0.296